Molecular formula: C6H10
Method: DFT, ωB97M-V/def2-TZVPD

Properties
Multiplicity: 1
HOMO (eV): -8.96
Kohn-Sham gap (eV): 10.1
Charge: 0

CARTESIAN COORDINATES (ANGSTROEM)
1 C -0.041 1.911 0.234
2 C -0.123 0.432 -0.048
3 C 0.524 -0.395 -1.254
4 C 0.743 -1.592 -0.288
5 C 0.153 -0.744 0.830
6 C -1.266 -0.394 0.511
7 H -0.177 2.078 1.310
8 H -0.803 2.520 -0.278
9 H 0.939 2.302 -0.053
10 H -0.369 -0.116 -1.776
11 H 1.475 -0.019 -1.643
12 H 1.809 -1.794 -0.123
13 H 0.247 -2.556 -0.457
14 H 0.579 -0.624 1.810
15 H -1.818 0.045 1.342
16 H -1.875 -1.054 -0.117

Atomic partial charges in e from the Löwdin method, atoms 1 to 8:
1. C -0.0358
2. C -0.4308
3. C -0.0838
4. C -0.1282
5. C -0.2451
6. C -0.0637
7. H 0.0790
8. H 0.0791

---

Molecular formula: C10H13N3O3PtS3
Method: DFT, ωB97M-V/def2-TZVPD

Properties
Multiplicity: 3
HOMO (alpha / beta) (eV): -7.62 / -8.49
Kohn-Sham gap (alpha / beta) (eV): 7.8 / 6.6
Charge: 0
⟨S²⟩: 2.019

CARTESIAN COORDINATES (ANGSTROEM)
1 Pt 0.420 -0.476 -1.385
2 S -0.151 -2.611 -1.971
3 C 1.363 -3.422 -1.949
4 C 1.329 -4.841 -2.140
5 N 1.293 -5.982 -2.278
6 C 2.548 -2.763 -1.767
7 S 2.638 -1.059 -1.576
8 C 3.791 -3.474 -1.737
9 N 4.797 -4.032 -1.721
10 O -1.539 1.334 0.723
11 S -0.464 0.309 0.655
12 C 0.875 0.839 1.772
13 C 0.930 -0.159 2.928
14 C -0.483 -0.708 3.101
15 C -0.930 -1.088 1.696
16 H 0.555 1.833 2.088
17 H 1.794 0.917 1.197
18 H 1.301 0.321 3.833
19 H 1.613 -0.974 2.681
20 H -1.145 0.059 3.507
21 H -0.513 -1.567 3.769
22 H -1.997 -1.242 1.551
23 H -0.382 -1.949 1.309
24 N -2.865 3.508 -1.142
25 C -1.419 3.626 -1.260
26 C -0.847 2.327 -1.781
27 O 0.322 2.013 -1.664
28 O -1.716 1.522 -2.363
29 H -3.338 4.384 -1.307
30 H -3.123 3.159 -0.227
31 H -2.596 1.946 -2.246
32 H -0.903 3.837 -0.324
33 H -1.159 4.410 -1.973

Atomic partial charges in e from the Löwdin method, atoms 1 to 8:
1. Pt 0.4634
2. S 0.6019
3. C -0.7459
4. C -0.2776
5. N 0.1729
6. C -0.7488
7. S 0.6131
8. C -0.2793

---

Molecular formula: C4H5CrO6
Method: DFT, ωB97M-V/def2-TZVPD

Properties
Multiplicity: 6
HOMO (alpha / beta) (eV): -7.28 / -9.79
Kohn-Sham gap (alpha / beta) (eV): 6.3 / 8.9
Charge: 0
⟨S²⟩: 8.756

CARTESIAN COORDINATES (ANGSTROEM)
1 H 0.749 -0.103 0.106
2 O -0.422 -2.708 0.268
3 C -1.114 -1.656 0.128
4 O -1.614 -1.092 1.119
5 O -0.656 -0.897 -0.899
6 C -1.124 0.438 -1.129
7 O 0.812 1.260 0.130
8 C 2.002 0.492 1.421
9 C 0.058 1.394 -1.069
10 O 1.665 -0.673 1.095
11 O 2.171 1.173 2.362
12 Cr 0.504 -2.426 2.008
13 H -1.886 0.726 -0.394
14 H -1.549 0.451 -2.140
15 H 0.724 1.199 -1.925
16 H -0.321 2.423 -1.082

Atomic partial charges in e from the Löwdin method, atoms 1 to 8:
1. H 0.2635
2. O -0.1395
3. C -0.7364
4. O 0.0043
5. O -0.0227
6. C -0.1381
7. O -0.1697
8. C -0.3375

---

Molecular formula: C42H42AsIrN2O4P2
Method: DFT, ωB97M-V/def2-TZVPD

Properties
Multiplicity: 1
HOMO (alpha / beta) (eV): -12.48 / -12.48
Kohn-Sham gap (alpha / beta) (eV): 5.1 / 5.1
Charge: +2

CARTESIAN COORDINATES (ANGSTROEM)
1 Ir 0.139 -0.259 0.098
2 C 1.569 0.761 -3.127
3 N 0.733 1.893 -3.398
4 C -0.324 2.221 -2.484
5 P -1.090 0.755 -1.691
6 C -1.388 -0.405 -3.052
7 C -0.844 -1.691 -3.024
8 C -1.037 -2.559 -4.084
9 C -1.780 -2.156 -5.186
10 C -2.313 -0.877 -5.230
11 C -2.115 -0.003 -4.171
12 C -2.588 1.508 -0.986
13 C -2.668 1.718 0.391
14 C -3.763 2.368 0.942
15 C -4.790 2.813 0.125
16 C -4.710 2.625 -1.248
17 C -3.614 1.987 -1.805
18 C 0.927 2.654 -4.567
19 C 0.418 3.950 -4.658
20 C 0.605 4.690 -5.816
21 C 1.310 4.166 -6.888
22 C 1.826 2.884 -6.792
23 C 1.633 2.124 -5.647
24 P 1.916 0.499 -1.324
25 C 2.392 2.137 -0.747
26 C 3.279 2.894 -1.516
27 C 3.628 4.170 -1.106
28 C 3.094 4.696 0.063
29 C 2.204 3.952 0.827
30 C 1.852 2.675 0.422
31 C 3.368 -0.560 -1.529
32 C 3.186 -1.754 -2.235
33 C 4.274 -2.558 -2.531
34 C 5.545 -2.185 -2.112
35 C 5.729 -1.003 -1.409
36 C 4.644 -0.183 -1.124
37 H 2.558 0.913 -3.564
38 H 1.195 -0.192 -3.520
39 H -1.139 2.720 -3.014
40 H -0.032 2.892 -1.662
41 H -0.281 -2.023 -2.161
42 H -0.615 -3.554 -4.049
43 H -1.939 -2.836 -6.012
44 H -2.877 -0.550 -6.093
45 H -2.504 1.002 -4.259
46 H -1.864 1.398 1.038
47 H -3.808 2.531 2.011
48 H -5.647 3.315 0.553
49 H -5.501 2.983 -1.893
50 H -3.579 1.874 -2.878
51 H -0.090 4.410 -3.821
52 H 0.204 5.694 -5.868
53 H 1.454 4.749 -7.787
54 H 2.376 2.456 -7.620
55 H 2.008 1.108 -5.628
56 H 3.692 2.498 -2.436
57 H 4.313 4.757 -1.703
58 H 3.369 5.694 0.378
59 H 1.785 4.368 1.733
60 H 1.147 2.096 1.014
61 H 2.196 -2.059 -2.557
62 H 4.130 -3.479 -3.079
63 H 6.395 -2.813 -2.341
64 H 6.720 -0.707 -1.094
65 H 4.802 0.748 -0.596
66 O -1.529 -1.395 -0.283
67 C -2.533 -1.637 0.429
68 C -2.658 -1.428 1.818
69 C -3.798 -1.938 2.475
70 C -3.894 -1.791 3.823
71 C -2.903 -1.131 4.566
72 C -1.795 -0.618 3.942
73 C -1.641 -0.750 2.547
74 O -0.609 -0.178 1.984
75 N -5.073 -2.336 4.524
76 O -5.108 -2.193 5.724
77 O -5.908 -2.888 3.843
78 H -3.377 -2.077 -0.109
79 H -4.585 -2.439 1.927
80 H -3.036 -1.033 5.635
81 H -1.044 -0.083 4.505
82 C 3.505 -0.093 1.994
83 As 2.006 -1.244 1.527
84 C 2.854 -2.871 0.926
85 C 1.413 -1.767 3.286
86 H 4.434 -0.620 1.782
87 H 3.446 0.119 3.061
88 H 3.487 0.847 1.451
89 H 3.555 -3.154 1.711
90 H 3.389 -2.709 -0.002
91 H 2.115 -3.659 0.797
92 H 2.237 -2.310 3.747
93 H 0.535 -2.407 3.238
94 H 1.189 -0.876 3.866

Atomic partial charges in e from the Löwdin method, atoms 1 to 8:
1. Ir 0.8756
2. C -0.3004
3. N -0.1651
4. C -0.2898
5. P 1.0003
6. C -0.3368
7. C -0.1306
8. C -0.0510

---

Molecular formula: C6H10N
Method: DFT, ωB97M-V/def2-TZVPD

Properties
Multiplicity: 1
HOMO (eV): -13.98
Kohn-Sham gap (eV): 9.6
Charge: +1

CARTESIAN COORDINATES (ANGSTROEM)
1 C 0.421 -3.144 -0.376
2 C 0.873 -1.932 0.209
3 C -0.049 -0.859 0.242
4 C -0.803 0.031 -0.075
5 N 0.077 0.510 1.003
6 C 1.085 1.501 0.674
7 C -0.911 0.917 2.189
8 H 1.004 -4.063 -0.759
9 H -0.737 -3.224 -0.873
10 H 1.718 -1.834 0.956
11 H -1.728 0.242 -0.542
12 H 1.726 1.101 -0.145
13 H 0.635 2.336 0.087
14 H 1.441 2.120 1.471
15 H -1.491 1.884 1.787
16 H -1.599 0.130 2.193
17 H -0.400 1.094 3.077

Atomic partial charges in e from the Löwdin method, atoms 1 to 8:
1. C 0.0879
2. C -0.0884
3. C -0.1279
4. C 0.0570
5. N -0.1685
6. C -0.0166
7. C 0.0797
8. H 0.0985

---

Molecular formula: CH3I3Si
Method: DFT, ωB97M-V/def2-TZVPD

Properties
Multiplicity: 1
HOMO (eV): -9.26
Kohn-Sham gap (eV): 8.0
Charge: 0

CARTESIAN COORDINATES (ANGSTROEM)
1 C 1.121 -0.040 0.150
2 Si -0.774 0.128 -0.150
3 I -1.674 0.858 -2.334
4 I -1.677 -2.588 0.210
5 I -1.590 1.599 1.687
6 H 1.395 0.303 1.185
7 H 1.816 -0.907 -0.109
8 H 1.382 0.646 -0.640

How positive or negative is each atom? The Löwdin charges in e answer that:
1. C -0.3549
2. Si -0.5388
3. I 0.3837
4. I 0.0568
5. I 0.3767
6. H 0.0307
7. H 0.0619
8. H -0.0161

---

Molecular formula: C3H7N3S
Method: DFT, ωB97M-V/def2-TZVPD

Properties
Multiplicity: 1
HOMO (alpha / beta) (eV): -7.10 / -7.74
Kohn-Sham gap (alpha / beta) (eV): 7.0 / 8.5
Charge: 0

CARTESIAN COORDINATES (ANGSTROEM)
1 C -2.053 -0.276 -0.701
2 C -1.092 -0.959 0.269
3 C 2.072 1.387 0.022
4 N -2.149 1.111 -0.341
5 N -1.423 1.763 0.239
6 N -0.005 -0.227 0.568
7 S 1.191 -0.076 -0.627
8 H -1.704 -0.055 -1.752
9 H -3.008 -0.680 -0.546
10 H -1.565 -0.935 1.278
11 H -0.938 -1.941 -0.109
12 H 1.919 1.354 1.100
13 H 1.526 2.177 -0.434
14 H 3.095 1.543 -0.043

Atomic partial charges in e from the Löwdin method, atoms 1 to 8:
1. C -0.1897
2. C -0.4206
3. C -0.3689
4. N -0.1117
5. N 0.1687
6. N -0.3842
7. S 0.7996
8. H 0.1337

---

Molecular formula: C40H59BF3N6O3P2PrS3
Method: DFT, ωB97M-V/def2-TZVPD

Properties
Multiplicity: 3
HOMO (alpha / beta) (eV): -6.99 / -6.91
Kohn-Sham gap (alpha / beta) (eV): 6.5 / 6.4
Charge: 0
⟨S²⟩: 2.005

CARTESIAN COORDINATES (ANGSTROEM)
1 Pr 0.420 -0.898 -0.547
2 C -3.695 -2.997 -0.470
3 C -3.354 -3.479 0.945
4 C -4.587 -3.313 1.831
5 C -2.974 -4.956 0.853
6 P -1.789 -2.492 1.425
7 C -2.629 -0.901 2.003
8 N -1.747 0.241 2.053
9 B -0.589 0.504 1.222
10 N -0.104 1.758 1.749
11 C 1.099 2.429 1.332
12 P 2.570 1.242 1.418
13 C 3.147 1.465 3.227
14 C 1.905 1.202 4.082
15 C 3.733 2.821 3.610
16 C 4.145 0.342 3.520
17 C 3.787 2.153 0.258
18 C 5.213 1.657 0.497
19 C 3.343 1.692 -1.135
20 C 3.765 3.681 0.291
21 C -0.926 2.226 2.743
22 C -0.891 3.390 3.491
23 C -1.880 3.603 4.435
24 C -2.885 2.668 4.638
25 C -2.934 1.495 3.897
26 C -1.954 1.275 2.942
27 C -1.083 -3.162 3.066
28 C -0.161 -2.048 3.572
29 C -2.062 -3.522 4.179
30 C -0.215 -4.375 2.723
31 H -4.578 -3.517 -0.844
32 H -2.870 -3.215 -1.144
33 H -3.890 -1.925 -0.504
34 H -5.395 -3.922 1.425
35 H -4.934 -2.284 1.852
36 H -4.400 -3.639 2.848
37 H -3.719 -5.506 0.281
38 H -2.909 -5.404 1.841
39 H -2.016 -5.063 0.346
40 H -3.076 -1.074 2.990
41 H -3.436 -0.717 1.278
42 H 1.272 3.318 1.941
43 H 0.996 2.723 0.280
44 H 1.221 2.043 4.063
45 H 2.205 1.033 5.116
46 H 1.384 0.315 3.726
47 H 3.069 3.636 3.330
48 H 4.707 2.985 3.155
49 H 3.861 2.854 4.693
50 H 3.725 -0.613 3.215
51 H 4.352 0.307 4.590
52 H 5.086 0.486 2.999
53 H 5.245 0.568 0.510
54 H 5.607 2.030 1.439
55 H 5.868 2.008 -0.303
56 H 3.266 0.601 -1.178
57 H 4.061 2.014 -1.890
58 H 2.373 2.117 -1.375
59 H 4.156 4.068 1.226
60 H 2.762 4.067 0.141
61 H 4.388 4.061 -0.519
62 H -0.120 4.133 3.345
63 H -1.864 4.513 5.017
64 H -3.645 2.852 5.381
65 H -3.728 0.783 4.074
66 H -0.729 -1.191 3.921
67 H 0.517 -1.732 2.773
68 H 0.438 -2.422 4.401
69 H -2.753 -2.709 4.387
70 H -1.493 -3.711 5.090
71 H -2.627 -4.421 3.948
72 H 0.457 -4.127 1.902
73 H -0.810 -5.240 2.441
74 H 0.397 -4.650 3.581
75 S 2.491 -2.530 1.022
76 C 2.828 -2.741 -0.605
77 N 2.466 -1.893 -1.549
78 C 2.852 -2.321 -2.792
79 C 2.617 -1.650 -3.989
80 C 3.044 -2.222 -5.170
81 C 3.709 -3.444 -5.181
82 C 3.968 -4.118 -4.000
83 C 3.542 -3.550 -2.815
84 S 3.724 -4.150 -1.189
85 H 2.115 -0.692 -3.968
86 H 2.857 -1.707 -6.100
87 H 4.042 -3.870 -6.116
88 H 4.489 -5.062 -3.998
89 F -2.621 -1.783 -4.227
90 C -1.632 -2.565 -3.755
91 F -2.122 -3.807 -3.689
92 F -0.677 -2.568 -4.703
93 C -1.083 -2.038 -2.386
94 O -0.304 -2.781 -1.783
95 O -1.494 -0.923 -2.048
96 S -1.805 3.060 -1.234
97 C -2.892 3.661 -2.311
98 N -3.783 2.777 -2.928
99 C -4.721 3.201 -3.791
100 C -4.800 4.529 -4.099
101 C -3.866 5.383 -3.463
102 N -2.963 4.969 -2.630
103 H -3.692 1.801 -2.667
104 H -5.398 2.465 -4.205
105 H -5.532 4.914 -4.785
106 H -3.887 6.446 -3.654
107 C -0.255 0.744 -5.221
108 N -0.046 1.908 -4.391
109 C -0.195 3.195 -5.023
110 C 0.394 1.792 -3.140
111 O 0.644 0.739 -2.566
112 H 0.443 0.745 -6.062
113 H -1.275 0.727 -5.606
114 H -0.086 -0.141 -4.615
115 H -1.067 3.188 -5.678
116 H 0.688 3.433 -5.624
117 H -0.329 3.967 -4.266
118 H 0.525 2.768 -2.646

Atomic partial charges in e from the Löwdin method, atoms 1 to 8:
1. Pr 0.9207
2. C -0.0996
3. C -0.6797
4. C -0.0830
5. C -0.0965
6. P 1.1817
7. C -0.2784
8. N -0.0370